No. 1
{"formula": "C22H20N3O4Pd", "method": "wB97M-V/def2-TZVPD", "species": ["N", "C", "C", "C", "O", "H", "Pd", "H", "C", "C", "H", "C", "H", "C", "C", "C", "C", "H", "C", "C", "C", "O", "H", "H", "N", "H", "H", "H", "C", "O", "C", "C", "C", "H", "C", "C", "H", "C", "H", "H", "H", "N", "H", "H", "O", "C", "H", "H", "C", "H"], "xyz": [[1.549, -2.070, 0.965], [1.462, 0.251, -1.574], [3.478, -1.255, 2.188], [0.280, -3.997, 0.663], [-1.055, 5.282, 3.404], [-2.830, -3.572, 1.326], [-0.326, -1.311, 1.414], [2.120, 3.199, 2.384], [-1.141, 1.254, 2.282], [4.671, -0.542, 2.204], [6.091, 0.602, 1.074], [0.020, 3.304, 2.705], [3.283, -1.259, 4.301], [-1.870, -3.986, 1.060], [-1.528, -5.298, 0.694], [5.170, 0.034, 1.045], [-0.158, -5.308, 0.441], [4.854, 0.360, -1.050], [2.923, -1.849, 3.456], [0.054, 4.799, 3.127], [1.191, 2.646, 2.355], [-3.481, 0.887, 2.442], [-2.102, 3.054, 2.919], [1.834, -1.768, 3.452], [0.005, 0.628, 1.947], [0.924, 0.214, -2.522], [-2.208, -6.132, 0.622], [0.730, 0.163, -0.769], [2.801, -1.393, 0.972], [1.194, 5.301, 3.126], [4.476, -0.104, -0.146], [-1.166, 2.580, 2.660], [3.324, -3.313, 3.648], [4.410, -3.421, 3.644], [3.283, -0.817, -0.206], [1.517, -3.328, 0.639], [1.997, -1.832, -1.596], [2.500, -0.870, -1.493], [2.944, -3.697, 4.595], [2.044, 0.786, 1.695], [2.440, -3.840, 0.373], [-0.783, -3.215, 1.038], [5.199, -0.421, 3.142], [2.922, -3.939, 2.850], [-2.187, -0.840, 1.889], [1.150, 1.318, 1.981], [1.939, 1.228, -1.485], [0.449, -6.145, 0.135], [-2.392, 0.405, 2.219], [3.200, -0.787, -2.328]], "atomic_forces_ev_per_a": [[-0.03, 0.00, -0.13], [0.00, 0.00, 0.00], [0.00, -0.03, 0.00], [0.00, -0.06, -0.01], [0.01, -0.01, 0.00], [0.00, 0.00, 0.01], [0.07, -0.17, 0.48], [0.00, 0.00, 0.00], [0.04, -0.01, 0.05], [0.00, 0.02, -0.01], [0.00, 0.00, 0.00], [0.00, 0.01, 0.00], [0.00, -0.01, 0.00], [0.00, 0.06, -0.04], [-0.02, -0.01, 0.00], [0.00, -0.01, 0.01], [0.02, 0.00, -0.02], [0.00, 0.00, 0.00], [0.01, 0.00, 0.01], [0.00, 0.01, -0.01], [0.00, -0.01, 0.01], [-0.04, -0.01, 0.12], [0.00, -0.01, 0.00], [0.00, 0.01, 0.00], [-0.02, 0.07, -0.11], [0.00, 0.00, 0.00], [0.00, 0.00, 0.01], [0.01, 0.00, -0.02], [0.00, 0.02, 0.02], [0.00, -0.01, 0.00], [0.01, -0.02, -0.02], [0.01, 0.01, 0.01], [-0.01, 0.00, -0.01], [0.00, 0.00, 0.00], [0.00, 0.05, 0.00], [0.06, 0.02, 0.03], [0.00, -0.02, 0.00], [0.01, -0.01, 0.00], [0.00, 0.00, 0.00], [0.02, 0.00, -0.01], [0.00, 0.00, 0.00], [-0.09, 0.00, -0.09], [0.00, 0.00, 0.00], [0.01, 0.00, 0.02], [0.02, -0.05, -0.09], [-0.04, 0.03, -0.02], [0.00, 0.00, 0.00], [0.00, 0.00, 0.01], [-0.04, 0.10, -0.18], [-0.01, 0.01, 0.00]], "total_charge": -1, "orbital_gap_ev": 7.611, "spin_multiplicity": 1, "relative_energy_ev": 0.000}

No. 2
{"formula": "C43H61As3Br2N4O2PSSeY", "method": "wB97M-V/def2-TZVPD", "species": ["H", "C", "O", "H", "N", "Y", "H", "H", "H", "C", "C", "H", "H", "C", "H", "C", "H", "C", "C", "C", "H", "C", "C", "As", "H", "N", "H", "H", "C", "H", "C", "H", "C", "H", "C", "C", "C", "H", "As", "H", "H", "Se", "H", "H", "N", "H", "H", "H", "C", "H", "H", "C", "H", "P", "H", "H", "H", "H", "H", "C", "C", "C", "C", "C", "H", "C", "H", "H", "C", "H", "H", "O", "H", "H", "H", "H", "C", "C", "H", "C", "H", "Br", "C", "C", "C", "C", "H", "H", "H", "N", "H", "H", "H", "C", "H", "C", "H", "H", "S", "C", "C", "H", "H", "C", "C", "C", "H", "H", "C", "H", "H", "C", "H", "H", "C", "As", "C", "Br", "H"], "xyz": [[-3.239, -0.194, -1.938], [-0.502, -0.799, 4.612], [4.528, -6.077, -3.440], [-2.356, -0.309, 2.515], [-1.590, 5.977, 0.599], [1.343, -0.443, -1.041], [3.560, -3.581, -0.037], [4.916, -2.749, -0.843], [-2.712, -1.402, -3.474], [-4.668, -2.686, -2.205], [4.838, 2.300, -4.144], [-1.888, 4.119, 1.642], [1.068, -4.091, -3.492], [2.718, 0.615, 0.933], [-2.572, 5.934, 3.139], [-0.312, -1.712, -4.728], [4.374, -5.666, -0.829], [4.900, 1.570, 1.365], [3.755, 0.201, -3.563], [0.339, 3.623, 2.808], [-4.284, -0.803, -0.566], [3.154, 1.866, 2.976], [0.721, -2.686, 5.416], [-1.843, -0.331, 0.077], [-1.425, -5.403, 0.684], [3.195, 0.761, -2.448], [5.470, 2.828, -4.841], [4.293, 3.943, -2.730], [3.316, 2.097, -2.295], [0.699, -2.044, -5.146], [-0.458, -1.958, 5.386], [-0.588, 5.862, 5.219], [-3.234, 5.580, 2.343], [5.871, -4.867, -1.282], [4.423, 2.048, 2.568], [4.248, 2.898, -3.051], [4.294, -5.050, -2.843], [0.215, -4.568, -1.963], [-0.469, -2.235, -2.727], [-2.821, -2.958, 0.300], [-0.270, -0.618, -4.673], [-0.115, 1.405, -2.147], [-2.608, -5.355, 2.040], [-1.157, 3.945, -3.497], [-0.801, 4.717, -1.175], [-3.501, -7.214, -1.710], [0.793, 3.619, 1.807], [-3.916, 4.890, 2.649], [1.797, -1.179, 3.914], [-3.768, 6.525, 2.054], [-1.748, 2.072, 0.871], [-3.243, -2.352, -1.686], [-3.641, -1.285, 1.862], [0.455, 0.803, 2.577], [-1.100, 3.704, 6.407], [-3.777, -5.727, -2.614], [2.681, -0.885, 3.352], [-2.796, 1.931, -0.525], [-1.252, 6.701, 1.280], [-2.828, -3.376, -0.618], [2.262, 1.121, 2.177], [4.145, -3.508, -0.979], [-2.402, -2.316, -2.917], [-0.545, 5.614, -0.216], [-5.354, -2.876, -1.374], [-2.619, -1.090, 1.786], [-0.570, 1.505, 5.326], [-2.139, -2.043, 2.048], [4.821, -4.834, -1.414], [2.679, 2.534, -1.570], [-1.976, 5.442, -3.721], [2.532, -2.160, -2.318], [-3.137, 4.506, 0.494], [3.611, -0.887, -3.658], [-2.578, -3.166, -3.646], [4.441, 0.482, -0.357], [-2.531, 1.445, 0.455], [-2.058, 4.407, -3.236], [-5.070, -1.848, -2.703], [4.035, 0.811, 0.601], [-2.140, -6.037, -1.963], [5.149, 0.258, -6.078], [-3.198, -6.162, -1.804], [0.614, -0.432, 3.849], [-0.365, 4.836, 4.802], [4.527, 0.947, -4.428], [-1.299, -2.387, 5.954], [-1.816, -3.677, -0.845], [-4.693, -3.445, -2.984], [3.485, -3.983, -3.171], [0.112, 5.731, 2.890], [-3.459, 1.459, 1.009], [0.789, -3.528, 6.084], [-2.431, -5.722, 1.052], [-2.531, 3.532, -1.455], [-3.310, -0.903, -1.108], [-2.593, -6.847, 1.054], [-2.898, 3.809, -3.644], [0.948, 6.289, 0.145], [-0.619, 3.637, 5.448], [0.118, 2.422, 3.470], [5.946, 1.852, 1.066], [-1.491, -0.327, 4.563], [-0.433, 2.455, 4.756], [0.098, -4.104, -2.950], [-2.119, 4.488, -1.725], [2.701, -3.024, 4.688], [5.024, 2.672, 3.215], [-2.471, 4.973, 1.228], [-2.796, 5.285, -1.343], [-1.181, -2.128, -5.293], [3.262, -3.161, -2.148], [2.801, 2.311, 3.925], [-0.099, 3.973, -1.297], [1.844, -2.332, 4.670], [-3.743, -5.090, -0.247], [0.135, 4.805, 3.485], [0.788, -2.851, 0.690], [-0.681, -4.667, -3.456]], "atomic_forces_ev_per_a": [[-0.38, 0.01, 0.04], [-0.69, -1.06, 0.14], [0.00, -0.12, -0.96], [-0.05, -0.47, 0.00], [-0.16, 0.99, 0.97], [0.32, -0.87, 0.77], [0.34, 0.10, -0.55], [-0.22, 0.36, 0.02], [0.44, -0.52, 0.17], [0.10, 0.00, 0.74], [-0.42, -0.63, -0.08], [-0.10, 0.57, -0.31], [-0.68, -0.16, 0.35], [-2.17, -0.81, -0.18], [-0.02, -0.52, 0.19], [1.22, -0.51, 0.78], [0.43, 0.30, -0.22], [1.10, 0.24, 0.14], [0.12, -0.23, 1.13], [0.84, -0.33, -0.13], [0.72, 0.21, -0.34], [-2.84, -0.72, 0.81], [0.30, -0.12, 0.19], [-0.19, -0.73, 0.95], [-0.56, -0.57, 0.53], [0.12, 0.92, -1.47], [0.12, 0.15, 0.06], [0.38, -0.33, -0.53], [1.77, -0.69, -1.31], [-1.45, 0.16, 0.55], [0.46, -0.23, 0.18], [0.24, -1.44, -0.15], [1.02, 3.46, -0.65], [1.11, 0.01, -0.13], [1.64, 1.19, 0.45], [-1.94, -1.12, 1.10], [-0.10, 1.16, 1.66], [0.26, 0.19, -0.10], [0.79, 0.31, -1.91], [0.13, 1.41, 2.96], [-0.41, -0.15, -0.30], [-0.26, 0.71, -0.39], [-0.12, 0.37, 0.56], [1.27, -1.14, -0.44], [0.38, -0.21, 0.52], [0.25, 0.31, 0.13], [-0.41, 0.09, 0.29], [-1.95, -1.79, 1.41], [0.19, -0.22, -0.07], [0.19, -0.88, -0.15], [0.00, -0.10, 0.30], [-1.89, -0.03, 0.15], [-2.02, 0.07, -0.36], [1.22, 1.78, -0.84], [0.09, -0.43, 0.47], [0.16, -0.01, -0.33], [-0.41, -0.03, -0.04], [0.43, -0.64, 0.79], [-0.53, -1.07, -1.01], [0.40, -1.60, -3.09], [0.08, 0.17, -0.81], [0.19, -0.44, 1.14], [0.18, -0.41, -1.65], [-0.06, -0.11, 0.85], [0.03, -0.37, -0.14], [2.24, 0.25, 0.17], [-0.04, 0.88, -0.71], [0.35, 0.41, 0.06], [-2.43, -0.03, 0.82], [-0.31, 0.34, 0.79], [-0.50, -1.23, 0.58], [-0.48, 1.03, 1.29], [0.04, 0.32, 0.09], [-0.05, 0.67, -0.19], [0.02, 0.60, 0.94], [-0.20, -0.21, 0.13], [-0.50, 1.00, -1.92], [-0.97, 2.22, -0.75], [-0.42, 1.40, -0.64], [1.65, 0.56, -0.75], [0.41, -0.16, -0.27], [0.03, -0.25, 0.10], [-0.55, 0.13, 0.36], [-0.09, -0.14, 0.80], [0.23, 1.23, -0.84], [0.11, 1.11, 0.31], [0.22, 0.72, -0.33], [0.59, -0.09, 0.26], [0.11, -0.64, 0.38], [-0.42, -0.91, -1.06], [0.69, -0.31, 0.43], [-0.11, -0.18, 0.63], [-0.07, -0.42, -0.05], [0.51, -1.27, -1.24], [0.05, -0.35, 0.71], [-0.53, -0.43, 0.22], [0.61, 1.26, 0.07], [0.42, 0.54, 0.14], [0.39, -0.11, -0.42], [-0.51, 1.05, -0.47], [-0.44, -1.16, 0.52], [-1.09, -0.55, 0.12], [0.64, 0.23, -0.32], [0.65, -1.25, 0.82], [0.02, 0.04, 0.30], [-0.71, 0.37, -0.24], [-0.26, 0.70, -0.08], [0.44, 0.05, -0.08], [0.91, -0.75, -0.69], [0.48, -0.48, -0.49], [0.79, 0.42, 0.36], [1.42, -0.85, -1.71], [0.28, -0.27, -0.51], [-0.23, 0.26, -0.58], [-0.33, -0.53, 0.57], [-0.93, 0.26, 0.02], [-1.25, 1.07, -0.02], [0.13, 0.13, -0.03], [0.02, -0.07, -0.44]], "total_charge": -2, "orbital_gap_ev": 5.472, "spin_multiplicity": 1}

No. 3
{"formula": "C28H23MgN2O5PS3", "method": "wB97M-V/def2-TZVPD", "species": ["C", "S", "C", "C", "O", "N", "H", "H", "H", "H", "C", "C", "H", "H", "H", "C", "C", "C", "N", "H", "C", "H", "Mg", "C", "C", "O", "C", "S", "O", "C", "C", "H", "C", "C", "H", "H", "H", "H", "H", "C", "C", "H", "C", "H", "O", "H", "P", "S", "C", "O", "C", "H", "H", "C", "H", "C", "C", "H", "H", "C", "C", "C", "C"], "xyz": [[15.644, 5.647, 10.410], [11.234, 5.329, 14.318], [9.699, 5.491, 15.273], [17.329, 5.598, 12.144], [15.293, 5.916, 9.128], [12.429, 4.896, 12.068], [17.720, 6.112, 10.104], [9.002, 3.499, 14.583], [7.300, 7.686, 6.642], [16.626, 5.155, 14.115], [9.585, 8.533, 12.054], [10.433, 4.994, 12.784], [10.654, 8.812, 15.225], [14.275, 4.707, 13.291], [8.323, 9.336, 15.558], [16.372, 5.193, 13.029], [14.164, 9.164, 10.869], [10.443, 8.446, 13.165], [11.079, 4.882, 11.682], [11.094, 10.533, 8.970], [13.148, 10.761, 9.384], [16.221, 6.118, 8.844], [10.870, 5.478, 9.696], [11.857, 8.963, 10.218], [12.974, 8.471, 10.866], [8.179, 5.432, 7.028], [8.225, 8.847, 12.204], [8.683, 5.028, 12.762], [12.815, 5.237, 9.812], [9.135, 8.640, 9.285], [15.055, 4.960, 12.624], [13.234, 11.666, 8.822], [8.691, 4.540, 14.523], [11.941, 10.074, 9.465], [9.347, 6.558, 15.245], [7.744, 4.722, 15.071], [18.404, 5.768, 12.416], [9.986, 5.176, 16.256], [6.834, 9.566, 13.591], [14.231, 10.379, 10.222], [7.831, 9.202, 13.464], [12.883, 7.559, 11.545], [7.253, 9.667, 7.489], [7.572, 11.560, 8.471], [8.840, 5.334, 9.366], [6.693, 10.070, 6.596], [10.352, 7.941, 10.492], [9.008, 6.060, 8.063], [8.648, 9.199, 14.554], [10.462, 6.065, 7.759], [14.701, 5.128, 11.301], [11.490, 8.235, 13.206], [15.028, 11.040, 10.350], [9.923, 8.754, 14.405], [14.901, 8.901, 11.575], [8.702, 9.945, 9.413], [16.965, 5.796, 10.822], [9.105, 10.587, 10.149], [7.491, 8.780, 11.294], [8.623, 7.797, 8.293], [7.661, 8.342, 7.424], [7.790, 10.470, 8.466], [13.203, 5.030, 11.019]], "atomic_forces_ev_per_a": [[-0.72, -1.04, 0.44], [0.11, -0.20, -0.34], [-0.33, 0.04, -2.00], [1.40, 0.22, -0.72], [2.31, 0.37, -0.09], [0.75, -0.09, -1.29], [-0.11, 0.03, -0.01], [-0.09, 0.06, 0.18], [-0.15, 0.06, -0.01], [-0.25, -0.23, -1.00], [1.11, -0.95, -0.33], [-1.03, 0.61, -0.55], [-0.59, -0.33, -0.09], [-0.39, -0.34, 0.75], [-0.64, 0.67, 0.45], [-0.55, -0.12, 2.35], [-0.73, 0.88, 0.42], [-1.31, 0.75, 0.22], [0.55, -0.32, 1.75], [-0.03, -0.37, -0.13], [0.90, -0.35, 1.53], [-1.47, 0.13, -1.08], [0.49, -0.31, 0.03], [-0.98, -2.08, 1.20], [0.06, -1.62, 1.43], [1.01, 1.90, 1.31], [0.20, -0.60, -1.99], [-0.07, -0.21, 0.94], [-0.48, -0.35, 0.30], [0.84, -1.31, 0.68], [1.71, 0.33, -0.38], [-0.11, 0.40, -0.27], [-0.14, 1.38, 1.68], [0.50, 2.20, -1.42], [0.22, -1.14, 0.14], [0.08, -0.45, -0.95], [-1.28, -0.20, -0.04], [-0.34, -0.24, 0.68], [-0.69, -0.06, 0.10], [-2.11, -0.55, -1.65], [-1.81, 0.72, -0.09], [0.17, 1.11, -1.18], [0.19, 0.03, -1.57], [0.06, -0.92, 0.15], [0.51, 1.01, -0.21], [0.29, -0.36, 1.46], [-0.59, 0.98, -0.73], [-1.29, -2.18, -1.65], [0.25, -0.86, 0.52], [-0.08, 0.10, 0.59], [-1.50, 0.45, 0.37], [0.41, -0.34, -0.91], [1.39, 0.74, -0.02], [2.03, 0.60, 0.43], [1.02, -0.54, 0.42], [-1.13, 0.05, -2.07], [0.11, 0.25, -0.09], [0.33, 0.48, 0.76], [1.54, 0.31, 2.09], [-1.79, 1.00, -0.53], [0.49, -1.06, -0.11], [0.46, 1.14, 0.79], [1.31, 0.72, -0.64]], "orbital_gap_ev": 8.238, "spin_multiplicity": 1}

Question: Which formula does entry 2 have?
Answer: C43H61As3Br2N4O2PSSeY